Entry 1:
Entry from the Open Molecules 2025 dataset: C2H4N2O3S in the gas phase at a distorted geometry (ωB97M-V/def2-TZVPD).

Geometry as ORCA input:
```
! RIJCOSX wB97M-V def2-TZVPD def2/J DEFGRID3
* xyz 0 1
H -3.001 0.750 -0.518
N -2.208 1.138 -0.063
C -1.189 0.491 0.028
N 0.391 0.885 0.870
S 1.390 0.056 -0.153
O 1.529 0.784 -1.392
O 2.616 -0.238 0.570
C 0.131 -1.382 -0.089
O -0.985 -0.681 -0.532
H 0.562 1.902 0.810
H 0.227 -1.481 1.093
H 0.536 -2.225 -0.623
*
```

Its SMILES is [H]/N=C1/NS(=O)(=O)CO1. Its HOMO-LUMO gap is 10.9 eV. The LUMO energy is 0.33 eV. The largest force on an atom is 4.82 eV/A. The total energy is -22093.40933 eV.

***

Entry 2:
Entry from the Open Molecules 2025 dataset: C6H9N in the gas phase (ωB97M-V/def2-TZVPD).

Geometry as ORCA input:
```
! RIJCOSX wB97M-V def2-TZVPD def2/J DEFGRID3
* xyz 0 1
C -1.901 -0.467 0.915
N -0.881 -0.406 -0.113
C -0.037 0.805 0.077
C 1.182 0.213 0.744
C 1.323 -0.817 -0.362
C 1.129 -0.193 -1.607
C 0.293 0.877 -1.377
H -2.648 0.335 0.782
H -2.437 -1.419 0.844
H -1.490 -0.355 1.936
H -0.540 1.669 0.528
H 0.953 -0.219 1.722
H 2.063 0.870 0.819
H 1.804 -1.785 -0.240
H 1.389 -0.619 -2.569
H -0.204 1.511 -2.100
*
```

Its HOMO-LUMO gap (spin up / spin down) is 8.6 / 7.9 eV. The LUMO energy (spin up / spin down) is 0.21 / 0.32 eV. The largest force on an atom is 0.69 eV/A. The total energy is -7853.72132 eV.